This record from OMol25 describes a structure of composition C22H31F6N7OS3Ti. The level of theory is wB97M-V/def2-TZVPD.

ORCA input file:
```
! wB97M-V def2-TZVPD RIJCOSX def2/J DEFGRID3
* xyz 2 1
C 3.2256 -0.5935 -1.9302
C 0.5921 3.1624 3.8389
H 1.2352 -2.4517 -2.5226
H 0.4009 2.7050 4.8097
C 2.7169 -3.4974 1.4935
N -2.7042 -1.1432 -0.2953
N -1.7276 0.3907 2.7646
F 4.0523 -0.2882 -2.9127
C 1.7385 -0.3776 -2.3133
C 0.0579 -0.2728 3.7479
H 2.9646 -1.3963 1.0921
H 5.2192 1.0413 2.3194
H 1.8200 -1.6974 -4.0155
H 3.5236 1.6384 0.8377
C -2.8590 0.0941 -0.6447
F 2.0840 0.8645 -4.3121
H -0.1805 2.8286 3.1508
F 2.1461 1.9675 -2.4476
C -3.4185 0.6888 4.5461
C -1.2524 -2.5965 0.5936
C 5.1714 3.1336 2.8513
C 0.6339 4.6766 3.9314
H 1.7873 -0.3903 4.9697
N 0.9843 -1.9493 0.9753
N 3.3556 1.7646 1.8245
H 2.1090 -5.5268 1.8393
H -3.3638 1.5422 5.2214
F 0.2618 1.2216 -3.2034
C -4.2120 2.2278 -1.7961
H -0.2965 -5.0304 1.3775
C -2.0602 0.3255 4.0585
C 4.5148 1.7656 2.7250
S 0.9618 2.3435 0.8440
H 0.7890 5.1215 2.9483
S -1.6401 1.3244 -0.3616
H 2.1500 -0.2530 3.2493
C 2.2709 -2.2217 1.1839
H 1.5673 -1.7821 3.9223
H 5.5298 3.4779 1.8819
H 2.6469 2.6966 3.9981
H -3.8575 -0.1421 5.0965
Ti 0.1877 0.0299 0.4152
H -4.0828 0.9426 3.7215
C 2.1440 2.2251 2.1272
F 3.5650 0.1581 -0.8548
N 1.8700 2.6188 3.3559
H 6.0243 3.0726 3.5257
C 1.7921 -4.5220 1.5942
N -0.4429 0.0097 2.5331
C 1.4694 -0.6966 3.9741
C -0.9251 -0.1072 4.7232
H 3.7722 -3.6740 1.6440
H 1.4302 5.0135 4.5964
H -3.4054 2.3761 -2.5090
H -2.2850 0.7356 1.9946
C 1.5659 0.9494 -3.0928
H 4.4870 3.8881 3.2420
H -0.3090 5.0488 4.3303
H -4.0799 2.8534 -0.9173
S -4.3809 0.4875 -1.3544
H -2.0519 -3.3273 0.5314
N -1.4562 -1.3906 0.2085
C 0.0899 -2.9571 1.0214
H -0.8196 -0.2727 5.7821
C 1.2118 -1.5468 -3.1249
H 4.1981 1.3725 3.6945
H -5.1582 2.4795 -2.2716
F 3.4325 -1.8695 -1.5737
H 0.1875 -1.3373 -3.4276
C 0.4520 -4.2505 1.3468
O 1.0218 -0.2356 -1.1195
*
```

Results
highest occupied orbital energy = -13.9 eV
gap between HOMO and LUMO = 6.903 eV
energy above the lowest of the compared OMol25 structures with the same formula, charge and spin = 0.000 eV

This record from OMol25 describes a structure of composition C22H31IN8STc. The level of theory is wB97M-V/def2-TZVPD.

ORCA input file:
```
! wB97M-V def2-TZVPD RIJCOSX def2/J DEFGRID3
* xyz 4 2
H -0.7450 1.8013 3.1744
C 2.1868 3.3392 0.5579
C 2.3166 2.5980 -4.2888
N 1.7431 1.9294 0.8373
H 1.2055 0.6501 2.4074
Tc 0.3806 1.2218 -0.6049
I 3.9218 3.0934 -5.4824
H 0.5340 -1.2419 0.6980
C 0.9711 2.6261 -4.6147
H 0.8064 -0.8026 -3.1085
H 3.3844 -0.2406 0.0056
H 0.3034 3.7630 -1.6413
N 1.1097 1.9372 -2.4967
H -0.7232 2.1294 -3.4653
C -1.7622 -1.9173 2.9374
C 3.6368 -1.4898 -1.6596
H 2.6094 1.4002 0.8377
H -3.4821 -3.4029 0.6891
N 3.0160 -0.6065 -0.8554
C 2.3445 2.1607 -2.9650
C -0.3644 -4.9364 -0.9741
H 4.6148 -1.8742 -1.4146
C -1.4759 -3.0272 -0.1026
S -1.6450 -1.2817 0.2398
H 2.8701 3.2908 -0.2903
C 1.6815 -0.9270 -2.4893
C -3.6389 -0.7003 1.9429
C -2.6103 -3.8487 0.2235
C -3.6691 -1.2998 4.2711
N 0.2787 2.2361 -3.5299
H -4.1139 -0.2569 1.0751
N 1.8086 -0.2433 -1.3502
H -1.4438 -6.8181 -0.8879
H 0.4597 4.5314 1.1061
H -0.8013 -2.4093 2.8368
H -5.2546 -0.2437 3.2760
H -3.4588 -5.8185 0.1914
H -0.8747 3.8065 -0.5529
C -4.2800 -0.7021 3.1750
H 2.9878 -2.3600 -3.5763
H 1.8025 2.2192 2.9490
N -0.1560 -0.6296 0.2713
H 1.3448 5.1283 -0.2708
N 0.0762 3.4743 -0.6944
C 2.8005 -1.7222 -2.7293
H -4.1777 -1.3098 5.2266
H -1.9603 -2.3688 5.0204
H -1.5303 0.9425 1.3352
H 3.2119 1.9849 -2.3483
C -0.2611 2.2122 2.2883
C 1.1697 1.7215 2.2125
H -1.7644 2.4537 0.8718
H 2.7461 3.7189 1.4142
C -2.3860 -1.3086 1.8449
C -1.4849 -5.7613 -0.6525
C -2.5985 -5.2109 -0.0569
C 1.0049 4.2177 0.2220
N -1.0256 1.7817 1.0644
H 0.5035 -5.3884 -1.4397
H -0.3163 3.2915 2.3861
C -2.4143 -1.9010 4.1570
H 0.4881 -2.9520 -0.9711
H 0.4659 2.8978 -5.5293
C -0.3668 -3.5573 -0.7032
*
```

Results
highest occupied orbital energy (alpha / beta) = -18.1 / -18.1 eV
gap between HOMO and LUMO (alpha / beta) = 6.351 / 2.554 eV
⟨S²⟩ = 0.77

This record from OMol25 describes a structure of composition C22H31IrNOP2. The level of theory is wB97M-V/def2-TZVPD.

ORCA input file:
```
! wB97M-V def2-TZVPD RIJCOSX def2/J DEFGRID3
* xyz 2 6
P 0.0806 -2.1154 0.4166
C 2.9691 -2.2863 -2.2881
C 0.6335 -2.6449 -1.2710
H -4.4702 0.2683 0.7170
H -1.5200 3.0223 0.6205
C 1.2588 -0.0739 3.9175
H 1.6874 0.8123 3.4289
C -1.4385 -3.0736 0.6977
H 4.9145 -1.7834 -3.0749
P -2.1503 0.7333 0.2485
C -0.0480 1.3774 -2.0728
C -1.0580 -0.1587 5.0245
H -2.7113 3.2141 -3.1390
C 2.5912 0.4926 -2.0943
H -1.9106 -2.7733 1.6415
H -3.3027 2.8472 0.5242
H 0.9357 -3.6990 -1.2007
C -1.4074 1.7551 -2.2314
N 0.3012 0.1521 -1.5049
C -0.2144 -0.0843 3.7879
H -2.1444 -2.9189 -0.1290
C 3.8010 -0.0120 -2.5722
H 3.1055 2.5971 -1.9152
C -2.3772 2.4060 0.9167
H -3.5518 -1.2439 0.4395
H -1.7741 -0.9897 4.9581
H -0.8345 4.6296 -3.9678
H -2.4220 2.3503 2.0122
H -0.2710 -2.5697 -1.8979
C -3.5223 -0.2534 0.9101
C 1.5367 -0.3992 -1.8589
H 1.1686 0.9876 1.0300
C 3.9723 -1.3920 -2.6920
H -3.4572 1.3563 -1.6973
H 1.5369 4.1046 -3.3162
C -0.6120 3.7392 -3.3823
H -0.4181 -0.3040 5.8988
O -0.8161 -0.0152 2.6810
C -2.4602 0.9111 -1.5696
C 0.7106 3.4454 -3.0414
H 3.1429 -3.3678 -2.3240
H 2.0561 1.8421 -0.5528
H 2.2839 -2.3876 1.3498
H 4.5896 0.6949 -2.8373
H 1.4211 -3.9478 1.1774
H -2.4766 -0.1143 -1.9763
H 1.7160 -0.9647 3.4613
C 1.3217 -2.8962 1.4805
H 1.5331 -0.0558 4.9772
C 1.7431 -1.8022 -1.8242
Ir -0.0813 0.0644 0.6491
H -3.3889 -0.3743 1.9939
C -1.6713 2.9276 -2.9430
H -1.6271 0.7725 5.1509
H 1.0126 -2.8479 2.5314
C 2.2936 1.9019 -1.6921
C 0.9936 2.2834 -2.3262
H -1.1738 -4.1390 0.7501
*
```

Results
highest occupied orbital energy (alpha / beta) = -12.3 / -14.4 eV
gap between HOMO and LUMO (alpha / beta) = 6.842 / 5.331 eV
energy above the lowest of the compared OMol25 structures with the same formula, charge and spin = 0.000 eV
⟨S²⟩ = 8.80

Calculated values (eV/Å) of strongest force on any atom for the records, taken in order: 0.269, 0.594, 3.599.
Calculated values (a.u.) of calculated total energy for the records, taken in order: -3958.369549, -2070.092131, -1773.265699.